1 | A structure of composition C28H21Br2N3O4S5Ta, computed with ωB97M-V with the def2-TZVPD basis set.

Each line ends with the Mulliken charge.
Geometry (Å):
Ta -0.19004 -0.05185 -0.75144  0.629
S 0.73359 2.38516 -1.27174  -0.113
S 2.74069 2.31413 -1.52040  -0.166
S 2.98745 0.52409 -2.72914  -0.143
S 1.09362 -0.04746 -3.04272  -0.119
C 3.30578 2.74800 3.23086  -0.611
C 2.02715 2.89925 2.71924  -0.987
C 1.52448 1.99911 1.79353  -0.105
C 2.31183 0.94118 1.35975  0.007
C 3.59727 0.78216 1.87307  -0.421
C 4.08598 1.68439 2.80389  -0.599
N 1.78890 -0.03564 0.40749  1.416
N 2.61951 -0.96558 0.18931  -0.463
C 2.18353 -1.98722 -0.62631  0.377
C 3.04068 -3.08453 -0.80286  -0.369
C 2.57865 -4.17489 -1.49449  -0.712
C 1.26358 -4.15246 -1.99227  -0.606
C 0.44260 -3.05955 -1.83013  -1.386
C 0.89120 -1.91267 -1.14878  0.818
H 3.69297 3.45045 3.95772  0.388
H 1.40258 3.72207 3.04305  0.450
H 0.53060 2.12685 1.40621  0.370
H 4.21304 -0.03361 1.53377  0.409
H 5.08959 1.55468 3.18940  0.389
H 4.03541 -3.04872 -0.37899  0.469
H 3.20678 -5.04284 -1.64295  0.365
H 0.88477 -5.02209 -2.51736  0.419
H -0.56324 -3.08559 -2.22829  0.368
Br -3.76114 2.67450 0.19157  -0.196
C -3.04554 1.92087 1.75961  0.377
C -3.76618 2.10754 2.95523  -0.329
C -3.29414 1.60009 4.12620  0.069
Br -4.31827 1.85423 5.70641  -0.275
C -2.06012 0.90485 4.17106  1.093
C -1.48755 0.38983 5.35561  -1.004
C -0.27453 -0.23004 5.30420  -1.255
C 0.37216 -0.33384 4.05550  -0.441
N -0.13933 0.10574 2.94276  0.853
C -1.34245 0.71629 2.96591  -0.294
C -1.86458 1.20435 1.71691  -0.171
O -1.25757 1.01485 0.57112  0.028
H -4.69782 2.65349 2.91939  0.437
H -2.02248 0.50170 6.28885  0.326
H 0.19001 -0.63375 6.19282  0.439
H 1.35181 -0.79817 3.98793  0.456
C -2.22101 -3.39888 2.48032  -0.627
C -2.94898 -2.53478 1.68235  -0.709
C -2.29398 -1.65772 0.82379  -0.366
C -0.90127 -1.60500 0.71425  0.677
C -0.20057 -2.51553 1.51185  -0.423
C -0.83523 -3.38295 2.38635  -0.741
H -2.71975 -4.07878 3.16117  0.377
H -4.03182 -2.52621 1.72549  0.452
H -2.91412 -0.99519 0.22682  -0.040
H 0.88184 -2.54266 1.48961  0.385
H -0.24092 -4.05304 2.99746  0.402
C -2.63941 -0.04188 -4.26012  -1.064
S -2.53712 0.14870 -2.51495  1.227
O -1.79343 1.36464 -2.21428  -0.555
O -3.83780 -0.04236 -1.95289  -0.590
O -1.55041 -0.93636 -2.05850  -0.589
H -3.28977 0.75593 -4.61366  0.398
H -3.07411 -1.01202 -4.47995  0.346
H -1.64293 0.05763 -4.68216  0.252

As for the HOMO energy: -3.95 eV. The frontier orbital gap is 5.6 eV. Its net charge is -1.


2 | A structure of composition C28H21Br2N3O4S5Ta, computed with ωB97M-V with the def2-TZVPD basis set.

Each line ends with the Mulliken charge.
Geometry (Å):
Ta 0.21192 0.52442 1.08818  0.716
S 2.44661 0.65034 2.36135  -0.129
S 2.01359 0.80425 4.36710  -0.150
S 0.72276 2.38881 4.31687  -0.121
S -0.77428 1.49833 3.19373  -0.189
C 4.64487 -1.24325 -3.13554  -0.395
C 4.53104 -0.09957 -2.36108  -0.734
C 3.66812 -0.06386 -1.27588  -0.077
C 2.92669 -1.18815 -0.94661  -0.273
C 3.04547 -2.34409 -1.71744  -0.116
C 3.89631 -2.36541 -2.80899  -0.748
N 2.03240 -1.19469 0.17587  1.511
N 2.11013 -2.27125 0.79364  -1.198
C 1.24831 -2.40862 1.87704  0.526
C 1.37493 -3.61995 2.56178  -0.290
C 0.52681 -3.89279 3.61231  -0.644
C -0.44501 -2.94998 3.93398  -0.876
C -0.55027 -1.75680 3.23738  -0.705
C 0.30818 -1.41588 2.18213  0.750
H 5.31057 -1.26138 -3.98927  0.379
H 5.11685 0.77954 -2.60027  0.374
H 3.59345 0.81679 -0.66704  0.354
H 2.44964 -3.20824 -1.46258  0.437
H 3.96844 -3.26252 -3.41106  0.357
H 2.13681 -4.31715 2.23857  0.441
H 0.60572 -4.82069 4.16425  0.377
H -1.13948 -3.14572 4.74276  0.415
H -1.32651 -1.06661 3.53186  0.383
Br -3.97393 -2.21917 1.56241  -0.190
C -3.98577 -0.51588 0.75696  -0.429
C -5.16540 -0.04402 0.16450  -0.440
C -5.21747 1.21022 -0.36984  0.032
Br -6.84980 1.82057 -1.12686  -0.276
C -4.08658 2.06269 -0.35001  0.429
C -4.06434 3.40724 -0.77568  -0.792
C -2.91961 4.12945 -0.60819  -1.361
C -1.76823 3.50993 -0.08633  -0.231
N -1.72995 2.24476 0.25747  0.695
C -2.88950 1.54379 0.18325  0.338
C -2.83705 0.25230 0.79336  -0.405
O -1.74171 -0.11052 1.37164  0.419
H -6.03775 -0.68203 0.15056  0.435
H -4.95532 3.85216 -1.19703  0.346
H -2.86805 5.17311 -0.88511  0.405
H -0.86523 4.08357 0.03009  0.497
C -1.43317 -1.80049 -3.12490  -0.679
C -0.92686 -0.51337 -3.18143  -0.654
C -0.43083 0.09900 -2.03328  -0.348
C -0.43911 -0.53085 -0.78564  0.979
C -0.98605 -1.82286 -0.75924  -0.532
C -1.45675 -2.45564 -1.89954  -0.752
H -1.81408 -2.28460 -4.01640  0.360
H -0.91026 0.02597 -4.12189  0.436
H -0.03174 1.10190 -2.13182  0.269
H -1.06313 -2.35053 0.18485  0.373
H -1.86221 -3.45836 -1.82500  0.445
C 3.22030 3.31198 0.06839  -1.101
S 1.49673 2.94848 -0.12921  1.193
O 0.84370 3.09964 1.15848  -0.476
O 1.01877 3.71461 -1.24512  -0.659
O 1.45485 1.45859 -0.36316  -0.706
H 3.30060 4.36723 0.32081  0.438
H 3.72818 3.11266 -0.87251  0.336
H 3.59266 2.69260 0.88237  0.232

As for the HOMO energy: -4.77 eV. The frontier orbital gap is 6.8 eV. Its net charge is -1.


Order from most stable to least stable according to the calculation: 2, 1


1 | A cluster of 2 separate species, CH3NO3S in total, computed with ωB97M-V with the def2-TZVPD basis set.

Each line ends with the Mulliken charge.
Geometry (Å):
C -0.97362 0.10198 0.53950  0.293
N 1.40933 -0.37568 -0.09538  0.272
O 1.88830 0.84958 -0.44518  -0.348
O 2.19591 -1.18692 0.20299  -0.395
O -1.00084 1.23779 0.16843  -0.523
S -1.85493 -1.20544 -0.20026  -0.131
H -0.17155 -0.23538 1.28741  0.282
H 1.03029 1.30765 -0.48857  0.414
H -2.52288 -0.49359 -0.96894  0.136

The structure (SMILES) is O=CS.O=NO. As for the HOMO energy: -10.22 eV. The frontier orbital gap is 10.3 eV.


2 | An isolated molecule of CH3NO3S, computed with ωB97M-V with the def2-TZVPD basis set.

Each line ends with the Mulliken charge.
Geometry (Å):
C 0.34731 -0.73335 -1.07608  -0.787
N 0.79376 0.56485 1.69627  0.192
O 0.11177 0.59951 2.65079  -0.202
O -0.42605 1.76230 -0.50786  -0.581
O -1.65039 -0.01407 0.72121  -0.548
S -0.41024 0.46585 0.14635  0.977
H -0.57349 -1.01561 -1.60375  0.297
H 0.95792 -0.04632 -1.60550  0.336
H 0.84942 -1.58315 -0.42144  0.318

The structure (SMILES) is CS(=O)(=O)N=O. As for the HOMO energy (spin up / spin down): -9.61 / -9.61 eV. The frontier orbital gap (spin up / spin down) is 8.4 / 8.4 eV.


Order from most stable to least stable according to the calculation: 1, 2